{
  "formula": "C55H52N3O16",
  "method": "ωB97M-V with the def2-TZVPD basis set",
  "s2": 0.75,
  "lumo_energy_ha": [-0.0698, -0.0698],
  "spin_multiplicity": 2,
  "symbols": ["C", "C", "C", "C", "C", "C", "C", "C", "N", "O", "C", "N", "C", "C", "C", "C", "N", "O", "H", "H", "H", "H", "H", "H", "H", "H", "H", "H", "H", "H", "H", "H", "H", "H", "H", "H", "H", "H", "H", "H", "H", "H", "C", "C", "C", "O", "C", "C", "C", "O", "H", "H", "H", "H", "C", "C", "C", "O", "C", "C", "C", "O", "H", "H", "H", "H", "C", "C", "C", "O", "C", "C", "C", "O", "H", "H", "H", "H", "C", "C", "C", "O", "C", "C", "C", "O", "H", "H", "H", "H", "C", "C", "C", "O", "C", "C", "C", "O", "H", "H", "H", "H", "C", "C", "C", "O", "C", "C", "C", "O", "H", "H", "H", "H", "C", "C", "C", "O", "C", "C", "C", "O", "H", "H", "H", "H"],
  "xyz": [[-6.6466, 1.1145, -3.7096], [-5.4169, 1.5217, -2.8129], [-5.3698, 3.0725, -2.8568], [-4.1648, 0.9748, -3.5461], [-2.8477, 0.9387, -2.7208], [-1.8642, -0.0160, -3.4799], [-0.3608, 0.2921, -3.2872], [0.3289, -0.5274, -2.1661], [0.9617, -1.7480, -2.7203], [-2.2997, 2.2435, -2.4071], [-2.1248, 2.9709, -3.4570], [-2.1457, 3.6262, -4.3707], [-3.1954, 0.2732, -1.3559], [-4.4526, 0.8297, -0.6295], [-4.7913, -0.2268, 0.4746], [-4.0811, 2.1370, 0.1531], [-5.6660, 0.9326, -1.4795], [-6.5302, 1.6393, -0.8210], [-6.7489, 1.8339, -4.5251], [-6.4605, 0.0930, -4.0696], [-7.5418, 1.1058, -3.0689], [-5.3304, 3.3616, -3.9193], [-4.4870, 3.5205, -2.3821], [-6.2641, 3.5544, -2.4395], [-4.3736, -0.0810, -3.7990], [-4.0738, 1.5022, -4.5067], [-2.0400, -1.0351, -3.1024], [-2.1546, -0.0267, -4.5423], [-0.1232, 1.3527, -3.1294], [0.1416, 0.0092, -4.2290], [1.1620, 0.1056, -1.7886], [-0.3110, -0.7334, -1.2954], [1.5146, -1.4347, -3.5189], [1.6797, -2.0332, -2.0419], [-2.3513, 0.3624, -0.6520], [-3.3491, -0.8091, -1.4857], [-4.1580, -0.1021, 1.3652], [-4.6817, -1.2527, 0.0829], [-5.8365, -0.1384, 0.8046], [-4.5828, 2.0722, 1.1326], [-3.0081, 2.1515, 0.3808], [-4.4385, 3.0644, -0.3026], [2.4839, -4.1057, 0.8214], [2.5371, -4.6523, 2.0350], [2.7583, -3.8179, 3.2412], [2.8086, -4.3142, 4.3520], [2.9160, -2.3568, 3.0471], [2.8642, -1.8144, 1.8349], [2.6429, -2.6459, 0.6309], [2.5924, -2.1390, -0.4754], [2.3250, -4.6960, -0.0730], [2.4209, -5.7228, 2.1975], [3.0753, -1.7629, 3.9387], [2.9788, -0.7498, 1.6740], [1.7445, -4.8616, -3.5351], [1.2364, -4.8576, -4.7645], [1.7501, -5.7719, -5.8120], [1.2896, -5.7686, -6.9344], [2.8514, -6.6927, -5.4358], [3.3594, -6.6965, -4.2060], [2.8440, -5.7810, -3.1598], [3.3058, -5.7855, -2.0360], [1.3809, -4.1990, -2.7601], [0.4326, -4.1924, -5.0544], [3.2131, -7.3535, -6.2135], [4.1632, -7.3604, -3.9133], [1.8493, 3.2709, 3.6616], [0.9450, 4.1207, 3.1761], [-0.0979, 3.6740, 2.2209], [-0.9204, 4.4470, 1.7767], [-0.0989, 2.2440, 1.8261], [0.8024, 1.3948, 2.3097], [1.8453, 1.8430, 3.2651], [2.6677, 1.0630, 3.7068], [2.6143, 3.5716, 4.3531], [0.9295, 5.1648, 3.4518], [-0.8682, 1.9369, 1.1282], [0.8174, 0.3477, 2.0327], [4.4193, 5.2384, 6.4672], [4.9044, 5.6256, 7.6440], [4.2746, 6.7288, 8.4097], [4.7158, 7.0846, 9.4810], [3.0830, 7.3816, 7.8130], [2.5995, 6.9933, 6.6358], [3.2307, 5.8914, 5.8732], [2.7877, 5.5348, 4.7963], [4.8676, 4.4359, 5.8941], [5.7723, 5.1597, 8.0931], [2.6362, 8.1842, 8.3860], [1.7320, 7.4582, 6.1842], [1.7144, -9.5641, 3.5184], [1.7674, -10.1087, 4.7311], [1.9883, -9.2762, 5.9398], [2.0384, -9.7744, 7.0446], [2.1459, -7.8154, 5.7436], [2.0929, -7.2694, 4.5306], [1.8720, -8.1036, 3.3253], [1.8208, -7.6069, 2.2144], [1.5548, -10.1546, 2.6248], [1.6538, -11.1731, 4.8931], [2.3058, -7.2242, 6.6365], [2.2086, -6.1991, 4.3681], [9.2425, 7.4048, 3.5610], [8.9585, 6.4868, 4.4816], [7.7739, 5.6061, 4.3486], [7.5126, 4.7698, 5.1892], [6.9183, 5.7851, 3.1511], [7.2018, 6.7030, 2.2302], [8.3872, 7.5848, 2.3624], [8.6475, 8.4199, 1.5233], [10.1024, 8.0577, 3.6407], [9.5713, 6.3408, 5.3621], [6.0579, 5.1320, 3.0716], [6.5885, 6.8487, 1.3500], [-6.8314, -0.8906, -8.3392], [-7.7628, -1.6966, -8.8431], [-9.0800, -1.8584, -8.1813], [-9.9284, -2.5942, -8.6388], [-9.3196, -1.0863, -6.9380], [-8.3885, -0.2800, -6.4338], [-7.0707, -0.1186, -7.0960], [-6.2201, 0.6173, -6.6394], [-5.8640, -0.7603, -8.8076], [-7.6059, -2.2671, -9.7497], [-10.2871, -1.2167, -6.4698], [-8.5464, 0.2900, -5.5275]],
  "forces_ev_per_angstrom": [[0.5, -0.1, 1.2], [-1.0, 0.4, -2.4], [0.1, 0.3, 0.1], [-0.1, -0.3, 1.0], [-1.1, -2.5, 0.2], [0.3, 0.7, 0.1], [0.1, -0.7, -0.1], [1.3, 0.9, -0.4], [-0.1, 0.1, 0.3], [0.3, -0.1, -0.1], [-0.7, -1.9, 2.9], [0.4, 2.2, -3.1], [-0.5, 0.5, -0.2], [1.3, -1.3, 1.8], [-0.2, -0.3, -0.2], [-0.9, -0.3, 0.4], [1.5, 2.5, 0.8], [-0.8, -1.0, -0.4], [-0.1, -0.4, 0.1], [-0.3, 0.4, -0.1], [0.2, 0.2, -0.3], [0.1, -0.1, 0.4], [-0.2, -0.2, 0.0], [0.2, -0.4, 0.0], [0.3, 0.3, 0.1], [0.1, -0.1, 0.3], [0.0, 0.3, -0.2], [0.3, 0.2, 0.3], [-0.4, -0.2, -0.1], [-0.1, 0.2, 0.3], [-0.5, 0.0, 0.1], [0.0, -0.2, -0.4], [-0.2, -0.1, 0.0], [-0.6, -0.1, -0.4], [-0.2, 0.0, -0.3], [0.1, 0.4, -0.4], [0.0, -0.1, -0.4], [0.0, 0.3, 0.2], [0.3, 0.3, -0.1], [0.1, 0.2, -0.4], [-0.3, 0.2, -0.4], [0.4, -0.2, -0.1], [-0.1, 0.0, 0.0], [0.1, -0.1, 0.1], [0.0, 0.0, -0.1], [0.0, 0.4, -0.1], [0.0, 0.1, 0.2], [0.0, 0.1, 0.0], [0.0, -0.1, 0.0], [0.2, 0.0, 0.4], [0.1, 0.0, 0.0], [0.0, 0.3, -0.2], [0.0, 0.0, 0.0], [0.0, 0.0, 0.0], [0.0, 0.0, 0.1], [0.0, 0.0, 0.1], [-0.1, 0.0, -0.1], [0.0, 0.0, 0.1], [0.1, -0.1, 0.1], [0.0, -0.1, -0.1], [0.0, 0.0, 0.0], [0.0, 0.0, -0.1], [0.0, 0.0, -0.1], [0.0, 0.0, 0.0], [0.0, 0.0, 0.0], [0.0, 0.0, 0.0], [-0.3, -0.4, -0.3], [0.0, -0.1, 0.0], [0.0, 0.1, 0.0], [0.0, -0.1, 0.0], [0.0, -0.1, 0.0], [0.0, -0.1, -0.1], [0.0, 0.0, 0.0], [0.0, 0.0, -0.1], [0.0, -0.1, 0.0], [0.0, 0.0, 0.0], [0.0, 0.0, 0.0], [0.0, 0.0, 0.0], [0.0, -0.1, 0.0], [0.0, -0.1, -0.1], [0.1, 0.0, 0.1], [0.0, 0.0, -0.1], [-0.1, 0.0, -0.1], [-0.1, 0.1, 0.1], [0.0, 0.1, 0.0], [0.3, 0.6, 0.4], [0.0, 0.0, 0.0], [0.0, 0.0, 0.0], [0.0, 0.0, 0.0], [0.0, 0.0, 0.0], [0.0, -0.1, 0.0], [0.0, 0.0, -0.1], [0.0, 0.0, 0.2], [0.0, 0.0, -0.1], [0.0, 0.0, -0.1], [-0.1, 0.1, 0.0], [0.0, 0.0, 0.0], [-0.1, -0.4, 0.1], [0.0, 0.0, 0.0], [0.0, 0.0, 0.0], [0.0, 0.0, 0.0], [0.0, -0.3, 0.2], [0.0, -0.1, 0.1], [0.1, 0.1, 0.0], [0.0, -0.1, 0.1], [0.0, 0.0, 0.0], [0.0, 0.0, -0.1], [-0.1, -0.1, 0.0], [0.0, 0.1, -0.1], [0.0, -0.1, 0.1], [0.0, 0.0, 0.0], [0.0, 0.0, 0.0], [0.0, 0.0, 0.0], [0.0, 0.0, 0.0], [0.0, -0.1, -0.1], [0.1, 0.0, 0.0], [-0.1, -0.1, -0.1], [0.1, 0.0, 0.0], [0.0, 0.1, 0.1], [-0.1, 0.0, 0.0], [0.1, 0.1, 0.0], [0.0, -0.1, -0.3], [0.0, 0.0, 0.0], [0.0, 0.0, 0.0], [0.0, 0.0, 0.0], [0.0, 0.0, 0.0]],
  "lowdin_charge": [-0.039, -0.441, -0.026, -0.055, -0.372, -0.105, -0.162, -0.274, -0.010, 0.044, -0.384, 0.206, -0.056, -0.439, -0.035, -0.009, -0.096, -0.004, 0.075, 0.075, 0.088, 0.093, 0.069, 0.093, 0.136, 0.136, 0.121, 0.120, 0.103, 0.111, 0.106, 0.102, 0.071, 0.014, 0.122, 0.123, 0.086, 0.080, 0.085, 0.084, 0.065, 0.077, 0.046, 0.043, -0.352, 0.086, 0.035, 0.019, -0.344, 0.072, 0.103, 0.082, 0.120, 0.108, 0.016, 0.024, -0.387, 0.105, 0.020, 0.020, -0.374, 0.096, 0.091, 0.121, 0.121, 0.121, 0.022, 0.030, -0.376, 0.113, 0.028, 0.022, -0.369, 0.092, 0.090, 0.110, 0.101, 0.108, 0.022, 0.032, -0.382, 0.115, 0.026, 0.027, -0.352, 0.057, 0.116, 0.127, 0.124, 0.124, 0.021, 0.023, -0.386, 0.108, 0.033, 0.031, -0.359, 0.082, 0.121, 0.122, 0.126, 0.080, 0.023, 0.021, -0.384, 0.092, 0.021, 0.025, -0.386, 0.112, 0.123, 0.122, 0.121, 0.124, 0.023, 0.022, -0.387, 0.109, 0.026, 0.023, -0.375, 0.091, 0.122, 0.123, 0.123, 0.109]
}



{
  "formula": "C55H54AsBrN4O2PdS2",
  "method": "ωB97M-V with the def2-TZVPD basis set",
  "lumo_energy_ha": [-0.0798, -0.0799],
  "spin_multiplicity": 1,
  "symbols": ["Pd", "C", "O", "C", "C", "C", "Br", "C", "C", "C", "O", "C", "N", "C", "C", "C", "C", "C", "C", "N", "H", "H", "H", "H", "H", "H", "H", "H", "H", "H", "H", "C", "C", "S", "C", "C", "S", "H", "H", "H", "H", "H", "H", "C", "C", "C", "C", "C", "C", "As", "N", "C", "C", "C", "C", "C", "C", "C", "C", "C", "C", "C", "C", "C", "C", "C", "C", "C", "C", "H", "H", "H", "H", "H", "H", "H", "H", "H", "H", "H", "H", "H", "H", "H", "H", "H", "H", "H", "H", "H", "H", "H", "H", "H", "H", "H", "N", "C", "C", "C", "C", "C", "C", "C", "C", "C", "C", "C", "C", "C", "H", "H", "H", "H", "H", "H", "H", "H", "H", "H"],
  "xyz": [[1.6091, 0.4003, 0.9834], [-0.6145, 2.4607, 3.1638], [-0.5651, 1.1873, 2.5332], [-1.5720, 0.3207, 2.8674], [-2.7869, 0.7519, 3.3634], [-3.7976, -0.1662, 3.6377], [-5.4551, 0.4651, 4.2897], [-3.6044, -1.5076, 3.4347], [-2.3750, -1.9574, 2.9425], [-1.3485, -1.0545, 2.6497], [-0.1772, -1.4349, 2.1367], [-2.1406, -3.3835, 2.7091], [-1.0179, -3.8712, 2.2399], [-1.2116, -5.2427, 2.1625], [-0.3478, -6.2429, 1.7271], [-0.8076, -7.5432, 1.7577], [-2.1013, -7.8504, 2.2117], [-2.9689, -6.8673, 2.6452], [-2.4929, -5.5629, 2.6080], [-3.0695, -4.3543, 2.9562], [-0.7332, 2.3384, 4.2428], [-1.4351, 3.0554, 2.7569], [0.3373, 2.9516, 2.9356], [-2.9777, 1.8002, 3.5173], [-4.4039, -2.1963, 3.6605], [-0.1618, -2.4296, 2.0576], [0.6436, -5.9984, 1.3769], [-0.1636, -8.3436, 1.4250], [-2.4263, -8.8802, 2.2208], [-3.9630, -7.1058, 2.9915], [-3.9928, -4.2157, 3.3260], [5.3969, -2.1981, 1.4444], [4.1731, -1.3586, 1.6877], [3.2182, -0.9987, 0.3555], [3.8300, -0.8874, 2.9476], [4.6579, -1.1587, 4.1720], [2.4189, -0.0035, 3.0880], [5.4835, -2.4690, 0.3941], [5.3672, -3.1173, 2.0297], [6.2991, -1.6544, 1.7284], [5.4411, -1.8856, 3.9826], [4.0313, -1.5334, 4.9815], [5.1239, -0.2378, 4.5266], [0.4409, -2.7323, -6.6700], [-0.0260, -2.3341, -5.2981], [-1.1292, -1.5242, -5.1139], [-1.5545, -1.1031, -3.8526], [-2.8012, -0.2551, -3.8493], [-0.8460, -1.5147, -2.7139], [-1.0627, -1.0068, -0.8075], [0.2766, 0.2462, -0.6654], [0.5688, 1.1627, -1.6920], [-0.2952, 1.6020, -2.6982], [0.1096, 2.5840, -3.5920], [1.3824, 3.1486, -3.5317], [2.2626, 2.6847, -2.5587], [1.8474, 1.7044, -1.6798], [-2.7976, -0.0922, -0.6888], [-3.0666, 1.2479, -0.4111], [-2.0229, 2.3145, -0.1862], [-4.3983, 1.6665, -0.3113], [-5.4650, 0.8026, -0.4367], [-6.8848, 1.2886, -0.3534], [-5.1787, -0.5467, -0.6203], [-3.8784, -1.0063, -0.7315], [-3.6831, -2.4942, -0.8911], [0.2498, -2.3880, -2.8900], [1.0068, -3.0287, -1.7474], [0.6434, -2.7682, -4.1647], [-0.2458, -2.3804, -7.4384], [0.5234, -3.8157, -6.7614], [1.4248, -2.3138, -6.8858], [-1.6832, -1.1844, -5.9816], [-2.8868, 0.2627, -4.8051], [-2.8335, 0.4880, -3.0567], [-3.6928, -0.8759, -3.7329], [-1.2994, 1.1959, -2.7656], [-0.5892, 2.9180, -4.3481], [1.6848, 3.9121, -4.2336], [3.2744, 3.0653, -2.5020], [2.5171, 1.2760, -0.9549], [-1.0348, 1.8972, 0.0123], [-2.3287, 2.9327, 0.6599], [-1.9390, 2.9703, -1.0557], [-4.5905, 2.7170, -0.1216], [-6.9237, 2.3631, -0.1868], [-7.4230, 0.8036, 0.4610], [-7.4283, 1.0725, -1.2738], [-5.9912, -1.2611, -0.6746], [-4.6503, -2.9928, -0.9275], [-3.1124, -2.9161, -0.0581], [-3.1418, -2.7579, -1.8007], [1.0400, -2.4323, -0.8379], [2.0370, -3.2246, -2.0467], [0.5461, -3.9862, -1.4911], [1.5002, -3.4236, -4.2688], [2.0948, 2.5616, 1.4737], [2.8245, 3.4589, 0.9988], [2.1674, 4.7762, 0.7321], [0.9829, 4.8065, 0.0065], [0.3542, 6.0226, -0.2173], [0.8972, 7.1920, 0.2925], [2.0774, 7.1557, 1.0234], [2.7186, 5.9475, 1.2390], [4.2559, 3.2259, 0.6647], [4.9504, 2.1919, 1.2868], [6.2553, 1.9184, 0.9155], [6.8717, 2.6801, -0.0690], [6.1872, 3.7221, -0.6750], [4.8783, 3.9991, -0.3090], [0.5804, 3.8858, -0.3940], [-0.5579, 6.0535, -0.7955], [0.4083, 8.1386, 0.1122], [2.4991, 8.0664, 1.4244], [3.6426, 5.9106, 1.7998], [4.4615, 1.6153, 2.0610], [6.7907, 1.1080, 1.3880], [7.8879, 2.4597, -0.3658], [6.6689, 4.3181, -1.4373], [4.3320, 4.7974, -0.7926]],
  "forces_ev_per_angstrom": [[0.4, -0.4, 1.1], [0.3, 0.3, -0.1], [0.0, -0.6, 0.2], [0.0, 0.2, -0.2], [-0.1, -0.1, 0.0], [0.2, 0.0, -0.1], [-0.1, 0.0, 0.0], [0.0, 0.1, 0.0], [0.0, -0.2, -0.1], [-0.1, 0.0, -0.2], [0.2, 0.1, 0.4], [-0.1, 0.3, 0.1], [-0.1, -0.2, 0.0], [0.2, 0.1, -0.1], [0.0, 0.0, 0.0], [-0.1, 0.0, 0.0], [0.1, 0.0, 0.0], [0.1, 0.0, 0.0], [-0.2, 0.0, 0.1], [0.1, -0.1, -0.1], [0.0, 0.0, 0.0], [0.0, 0.1, 0.0], [-0.2, -0.2, 0.0], [0.0, 0.1, 0.0], [-0.1, 0.0, 0.0], [-0.1, 0.1, -0.1], [0.1, 0.0, 0.0], [0.0, -0.1, 0.0], [0.0, -0.1, 0.0], [-0.1, 0.0, 0.0], [0.0, 0.0, 0.0], [0.1, 0.2, -0.1], [0.2, 0.0, 1.1], [-0.9, 0.1, -0.6], [0.5, -0.7, -0.8], [-0.1, 0.3, 0.1], [-0.4, 1.0, -0.1], [0.0, 0.0, 0.0], [-0.1, 0.0, 0.0], [0.1, 0.0, 0.0], [0.0, -0.1, 0.0], [0.0, 0.0, 0.0], [0.0, 0.0, 0.0], [0.0, 0.0, 0.0], [0.0, 0.0, 0.0], [0.0, 0.0, 0.0], [0.0, -0.1, 0.0], [-0.1, 0.0, 0.1], [0.1, 0.0, -0.1], [0.2, -0.3, 0.2], [0.6, 1.2, -0.5], [0.0, -0.7, 0.5], [-0.3, 0.0, 0.0], [0.1, 0.1, 0.0], [-0.1, -0.2, 0.1], [-0.2, 0.0, -0.2], [0.5, 0.3, -0.3], [-0.1, -0.1, 0.0], [-0.1, 0.1, 0.0], [0.1, 0.0, 0.0], [0.1, 0.0, 0.0], [0.0, 0.0, 0.0], [0.0, 0.0, 0.0], [0.0, 0.1, 0.0], [0.0, 0.0, -0.1], [0.1, 0.0, 0.0], [-0.1, -0.1, 0.0], [0.1, 0.1, 0.1], [0.0, 0.0, 0.0], [0.0, 0.0, 0.0], [0.0, 0.0, 0.0], [0.0, 0.0, 0.0], [0.0, 0.0, 0.0], [0.0, 0.0, 0.0], [-0.2, -0.2, -0.1], [0.0, 0.0, 0.0], [0.4, 0.3, 0.1], [0.0, 0.0, -0.1], [0.0, 0.0, -0.1], [0.0, 0.0, 0.0], [0.5, 0.2, -0.1], [-0.3, 0.1, 0.1], [0.0, 0.0, 0.0], [0.0, 0.0, 0.0], [0.0, 0.1, 0.0], [0.0, 0.1, 0.0], [0.0, 0.0, 0.1], [0.0, 0.0, 0.0], [-0.1, 0.0, 0.0], [0.0, 0.0, 0.0], [0.0, 0.0, 0.0], [0.0, 0.0, -0.1], [0.0, 0.0, -0.1], [0.0, 0.0, 0.0], [0.0, 0.0, 0.0], [0.1, 0.0, 0.0], [-1.8, -1.1, -0.2], [0.5, -0.8, 0.0], [0.2, 0.0, 0.3], [0.0, 0.1, 0.0], [0.0, -0.1, 0.0], [0.0, 0.0, 0.0], [0.0, 0.0, 0.0], [-0.1, 0.1, -0.1], [0.0, 0.2, -0.3], [0.1, 0.0, 0.0], [-0.1, 0.1, 0.0], [0.0, 0.0, 0.0], [0.0, 0.0, 0.0], [0.1, -0.1, 0.0], [0.0, 0.0, 0.0], [-0.1, 0.0, 0.0], [-0.1, 0.1, 0.0], [0.0, 0.1, 0.0], [0.1, 0.0, 0.0], [0.0, 0.0, 0.0], [0.1, -0.1, 0.1], [0.1, 0.0, 0.0], [0.0, 0.0, 0.0], [0.0, 0.0, 0.0]],
  "lowdin_charge": [0.561, -0.072, -0.158, -0.197, -0.051, -0.682, 0.743, -0.081, -0.069, -0.223, -0.062, -0.248, 0.165, -0.206, -0.012, -0.092, -0.093, -0.021, -0.187, 0.180, 0.106, 0.081, 0.066, 0.102, 0.097, 0.071, 0.111, 0.099, 0.099, 0.108, 0.152, -0.116, -0.760, 0.798, -0.780, -0.101, 0.801, 0.066, 0.087, 0.081, 0.067, 0.078, 0.084, -0.052, -0.269, -0.020, -0.265, -0.054, -0.259, 1.337, -0.335, -0.398, -0.065, -0.079, -0.105, -0.092, -0.103, -0.296, -0.263, -0.060, -0.018, -0.269, -0.050, -0.023, -0.302, -0.078, -0.276, -0.101, -0.024, 0.071, 0.078, 0.081, 0.112, 0.082, 0.045, 0.090, 0.061, 0.101, 0.091, 0.093, 0.025, 0.038, 0.073, 0.084, 0.117, 0.072, 0.077, 0.079, 0.115, 0.076, 0.055, 0.067, -0.020, 0.073, 0.085, 0.117, 0.140, -0.330, -0.186, -0.015, -0.064, -0.085, -0.079, -0.037, -0.170, -0.038, -0.070, -0.081, -0.072, -0.038, 0.099, 0.105, 0.101, 0.102, 0.120, 0.068, 0.099, 0.102, 0.104, 0.117]
}



Number 1: molecular weight 1011.0 g/mol, strongest force on any atom 3.8 eV/Å. Number 2: molecular weight 1128.4 g/mol, strongest force on any atom 2.1 eV/Å.